Computed, not measured: a cluster of 13 separate species, C32H64Cl24O3 in total in a non-equilibrium geometry, with ωB97M-V with the def2-TZVPD basis set.

Structure (XYZ):
```
123
C32H64Cl24O3, DFT ωB97M-V with the def2-TZVPD basis set
C 1.40 1.43 -1.90
O 1.47 0.55 -2.99
C 0.34 -0.26 -3.20
C -0.31 -0.83 -1.99
C 0.63 -1.65 -1.15
C 0.02 -2.92 -0.68
C 1.11 -3.85 -0.20
C 1.31 -3.80 1.24
O 1.58 -2.45 1.68
C 2.35 -2.45 2.70
O 2.07 -2.03 3.70
H 2.04 2.24 -2.10
H 0.43 1.82 -1.74
H 1.76 0.95 -1.03
H -0.39 0.23 -3.80
H 0.67 -1.08 -3.77
H -1.07 -1.47 -2.34
H -0.82 -0.08 -1.44
H 1.53 -1.83 -1.64
H 0.83 -1.12 -0.26
H -0.50 -3.38 -1.47
H -0.58 -2.69 0.16
H 0.84 -4.86 -0.44
H 2.01 -3.66 -0.69
H 2.16 -4.39 1.47
H 0.47 -4.17 1.77
H 3.33 -2.85 2.55
Cl -2.18 1.93 -0.92
C -3.90 2.11 -0.47
C -4.70 0.84 -0.44
Cl -4.97 0.16 -2.07
H -4.33 2.83 -1.16
H -3.90 2.55 0.53
H -5.68 1.07 -0.03
H -4.26 0.05 0.16
Cl -0.50 0.20 1.30
C 0.80 1.07 2.16
C 0.33 2.33 2.81
Cl -0.11 3.60 1.63
H 1.60 1.26 1.44
H 1.18 0.39 2.92
H 1.13 2.74 3.43
H -0.53 2.15 3.44
Cl -2.96 5.37 -1.78
C -1.38 6.16 -2.00
C -0.79 5.84 -3.35
Cl -0.31 4.13 -3.48
H -0.74 5.85 -1.19
H -1.54 7.24 -1.91
H 0.10 6.43 -3.53
H -1.50 6.05 -4.15
Cl 3.83 -0.73 -0.32
C 5.34 -1.32 -1.07
C 5.20 -1.50 -2.56
Cl 4.13 -2.86 -2.98
H 5.62 -2.25 -0.59
H 6.10 -0.58 -0.86
H 6.18 -1.73 -2.99
H 4.81 -0.61 -3.04
Cl -3.95 -3.80 -3.55
C -4.89 -5.20 -2.97
C -5.60 -4.93 -1.68
Cl -4.47 -4.74 -0.32
H -4.21 -6.04 -2.88
H -5.62 -5.43 -3.75
H -6.25 -5.76 -1.44
H -6.20 -4.02 -1.74
Cl 4.49 -7.14 2.30
C 3.09 -7.47 3.37
C 2.16 -8.48 2.77
Cl 1.31 -7.84 1.34
H 2.58 -6.53 3.57
H 3.49 -7.85 4.31
H 1.39 -8.75 3.50
H 2.68 -9.38 2.48
Cl 0.48 -5.85 4.16
C 0.13 -4.91 5.64
C 1.07 -5.26 6.76
Cl 0.80 -6.91 7.38
H -0.91 -5.09 5.91
H 0.24 -3.86 5.38
H 0.91 -4.57 7.59
H 2.10 -5.18 6.44
Cl -0.46 -8.59 -3.61
C 0.11 -8.11 -5.23
C 1.47 -7.47 -5.18
Cl 1.45 -5.87 -4.39
H -0.62 -7.43 -5.65
H 0.15 -9.01 -5.83
H 1.83 -7.31 -6.20
H 2.19 -8.09 -4.66
Cl 3.92 4.57 -1.49
C 3.74 5.82 -0.23
C 2.30 6.14 0.04
Cl 1.53 6.98 -1.33
H 4.30 6.69 -0.53
H 4.20 5.42 0.68
H 2.22 6.80 0.91
H 1.73 5.24 0.25
Cl 4.40 9.44 -1.17
C 3.99 10.36 0.29
C 4.90 10.05 1.44
Cl 4.66 8.40 2.07
H 2.95 10.16 0.54
H 4.08 11.42 0.03
H 4.70 10.73 2.27
H 5.94 10.15 1.16
Cl -3.98 7.63 0.41
C -3.81 9.39 0.67
C -2.74 9.98 -0.21
Cl -1.10 9.44 0.27
H -3.60 9.56 1.72
H -4.77 9.84 0.42
H -2.75 11.06 -0.12
H -2.88 9.71 -1.25
Cl -4.45 -1.66 1.76
C -6.08 -1.18 2.30
C -7.04 -2.34 2.37
Cl -7.45 -2.98 0.77
H -6.45 -0.42 1.62
H -5.97 -0.74 3.29
H -7.97 -2.02 2.83
H -6.63 -3.16 2.96
```

Values from the calculation:
Total charge   0
Frontier orbital gap   0.3322 hartree
LUMO energy   0.453 eV

Results of the Löwdin charge analysis, in e, for atoms 1 through 8: atom 1 (C): -0.14, atom 2 (O): -0.16, atom 3 (C): -0.23, atom 4 (C): -0.20, atom 5 (C): -0.26, atom 6 (C): -0.17, atom 7 (C): -0.17, atom 8 (C): -0.18



Computed, not measured: a structure of composition C32H64F3GaO26PS in a non-equilibrium geometry, with ωB97M-V with the def2-TZVPD basis set.

Structure (XYZ):
```
128
C32H64F3GaO26PS, DFT ωB97M-V with the def2-TZVPD basis set
C 7.10 -5.18 0.36
C 7.40 -3.88 1.07
O 7.87 -3.83 2.16
O 7.12 -2.75 0.37
C 6.03 -1.97 0.94
C 4.78 -2.80 1.22
C 3.51 -1.95 1.29
C 2.23 -2.74 1.66
C 2.28 -4.27 1.47
C 0.85 -4.84 1.41
Ga -0.20 -4.45 -0.30
C -1.75 -3.13 0.07
C -2.94 -3.71 0.85
O -3.19 -5.08 0.59
C -2.85 -3.43 2.37
F -2.97 -4.54 3.10
F -1.72 -2.86 2.78
F -3.83 -2.61 2.78
P 1.08 -3.38 -2.02
O 2.57 -2.91 -1.54
O 0.34 -1.96 -2.37
S 1.29 -4.38 -3.69
H 7.89 -5.90 0.59
H 6.14 -5.56 0.72
H 7.02 -5.04 -0.72
H 6.39 -1.48 1.85
H 5.81 -1.20 0.19
H 4.88 -3.37 2.15
H 4.68 -3.54 0.41
H 3.67 -1.17 2.05
H 3.37 -1.42 0.34
H 1.35 -2.34 1.14
H 2.05 -2.58 2.74
H 2.85 -4.58 0.59
H 2.79 -4.70 2.36
H 0.88 -5.93 1.53
H 0.30 -4.45 2.28
H -0.72 -5.83 -0.88
H -2.11 -2.80 -0.91
H -1.35 -2.25 0.58
H -3.87 -3.21 0.53
H -2.58 -5.63 1.09
H 3.22 -3.24 -2.19
H 0.01 -1.55 -1.56
C 3.47 -5.26 -6.14
O 4.39 -6.12 -6.84
C 5.39 -6.59 -6.10
O 5.60 -6.35 -4.94
O 6.15 -7.39 -6.87
C 7.26 -7.96 -6.19
H 2.73 -4.95 -6.87
H 2.99 -5.79 -5.32
H 3.99 -4.39 -5.75
H 6.93 -8.58 -5.36
H 7.93 -7.19 -5.82
H 7.78 -8.57 -6.93
C 8.56 -0.23 -1.31
O 7.28 0.40 -1.44
C 7.00 0.89 -2.64
O 7.72 0.87 -3.61
O 5.77 1.40 -2.59
C 5.29 1.95 -3.82
H 8.60 -0.59 -0.29
H 8.63 -1.08 -1.99
H 9.37 0.47 -1.50
H 5.27 1.19 -4.60
H 5.93 2.78 -4.13
H 4.29 2.31 -3.62
C 2.04 3.24 4.72
O 1.14 2.45 5.50
C 0.92 1.24 5.00
O 1.41 0.79 4.00
O 0.06 0.60 5.80
C -0.27 -0.73 5.35
H 2.13 4.20 5.23
H 3.02 2.76 4.65
H 1.64 3.40 3.71
H 0.62 -1.34 5.28
H -0.77 -0.69 4.38
H -0.95 -1.14 6.10
C -5.61 1.38 1.44
O -5.27 1.25 2.82
C -4.13 1.86 3.16
O -3.42 2.49 2.42
O -3.93 1.66 4.46
C -2.71 2.23 4.97
H -6.55 0.85 1.30
H -5.74 2.43 1.17
H -4.84 0.93 0.81
H -2.70 3.31 4.83
H -1.85 1.79 4.48
H -2.69 2.00 6.03
C -7.10 4.03 3.59
O -8.36 4.70 3.48
C -8.62 5.17 2.26
O -7.91 5.06 1.29
O -9.81 5.77 2.28
C -10.21 6.32 1.03
H -7.01 3.70 4.62
H -7.06 3.17 2.93
H -6.28 4.71 3.36
H -10.30 5.53 0.28
H -9.51 7.08 0.69
H -11.19 6.78 1.19
C -7.20 7.17 -2.18
O -8.45 7.86 -2.29
C -8.72 8.32 -3.51
O -8.01 8.21 -4.48
O -9.91 8.92 -3.48
C -10.32 9.47 -4.74
H -7.12 6.85 -1.14
H -7.17 6.30 -2.83
H -6.37 7.84 -2.42
H -10.41 8.68 -5.49
H -9.61 10.22 -5.08
H -11.29 9.92 -4.56
C -1.32 2.73 -0.22
O -0.36 2.16 -1.12
C 0.87 2.06 -0.61
O 1.21 2.42 0.49
O 1.65 1.50 -1.53
C 3.00 1.29 -1.11
H -2.26 2.75 -0.76
H -1.41 2.11 0.68
H -1.03 3.74 0.07
H 3.03 0.62 -0.25
H 3.48 2.24 -0.86
H 3.51 0.82 -1.94
```

Values from the calculation:
Total charge   -1
Frontier orbital gap   0.2521 hartree
LUMO energy   1.675 eV

Results of the Löwdin charge analysis, in e, for atoms 1 through 8: atom 1 (C): 0.02, atom 2 (C): -0.56, atom 3 (O): 0.13, atom 4 (O): -0.05, atom 5 (C): -0.15, atom 6 (C): -0.19, atom 7 (C): -0.20, atom 8 (C): -0.20



Computed, not measured: a cluster of 5 separate species, C32H64NO6S in total in a non-equilibrium geometry, with ωB97M-V with the def2-TZVPD basis set.

Structure (XYZ):
```
104
C32H64NO6S, DFT ωB97M-V with the def2-TZVPD basis set
C 4.11 1.56 2.62
C 2.96 1.91 2.06
C 1.58 2.24 1.25
S 1.40 0.91 -0.04
C -0.46 0.80 -0.34
C -1.12 -0.52 0.31
C -0.40 -1.47 1.36
C -1.14 -2.75 1.90
C -2.59 -3.16 1.45
C -3.35 -2.20 0.43
C -2.60 -0.90 -0.11
C -3.47 0.02 -1.15
O 2.09 1.34 -1.52
C 3.45 1.85 -1.38
C 4.58 0.73 -1.08
N 5.68 0.66 -2.09
C 5.96 -0.77 -2.44
C 7.29 -0.99 -3.34
C 6.96 -1.07 -4.96
O 7.78 -2.35 -3.00
H 5.04 0.93 2.87
H 0.66 2.18 1.96
H 1.64 3.26 0.69
H -0.97 1.77 0.06
H -0.61 0.78 -1.49
H 0.68 -1.18 1.70
H -0.57 -3.44 2.65
H -3.16 -4.08 1.82
H -4.43 -2.47 0.06
H -3.35 -0.41 -2.22
H -3.12 1.13 -1.14
H -4.59 0.05 -0.81
H 3.72 2.33 -2.41
H 3.58 2.69 -0.60
H 5.08 1.02 -0.07
H 4.15 -0.35 -0.98
H 5.51 1.25 -2.92
H 6.11 -1.37 -1.47
H 5.07 -1.20 -3.03
H 8.16 -0.28 -3.11
H 7.17 -2.15 -5.34
H 5.87 -0.82 -5.21
H 7.68 -0.39 -5.58
H 8.77 -2.34 -2.98
C -4.73 4.28 3.65
C -3.50 4.08 2.78
O -2.53 3.21 3.35
C -2.96 1.88 3.62
C -3.43 1.13 2.38
H -4.45 4.67 4.63
H -5.43 4.98 3.18
H -5.27 3.34 3.81
H -3.01 5.05 2.64
H -3.78 3.74 1.78
H -3.74 1.88 4.39
H -2.10 1.36 4.04
H -4.29 1.61 1.91
H -3.71 0.11 2.64
H -2.63 1.10 1.63
C 12.86 -2.26 -5.92
C 11.37 -2.05 -6.17
O 10.75 -1.19 -5.23
C 11.25 0.13 -5.15
C 11.14 0.90 -6.45
H 13.02 -2.66 -4.91
H 13.28 -2.95 -6.65
H 13.41 -1.32 -5.99
H 10.87 -3.02 -6.10
H 11.19 -1.69 -7.19
H 12.28 0.13 -4.78
H 10.65 0.65 -4.38
H 11.72 0.44 -7.25
H 11.50 1.93 -6.32
H 10.09 0.94 -6.78
C -5.05 0.00 7.70
C -5.55 0.41 6.33
O -6.96 0.38 6.21
C -7.69 1.23 7.08
C -7.36 2.70 6.92
H -5.40 -1.00 7.95
H -3.95 0.01 7.73
H -5.40 0.68 8.48
H -5.15 -0.29 5.59
H -5.17 1.40 6.05
H -7.56 0.90 8.12
H -8.75 1.08 6.85
H -6.31 2.91 7.15
H -7.97 3.30 7.59
H -7.54 3.02 5.89
C -7.76 -3.54 -3.29
C -7.36 -3.76 -1.84
O -6.90 -2.57 -1.20
C -7.82 -1.49 -1.13
C -9.10 -1.83 -0.37
H -6.92 -3.14 -3.86
H -8.07 -4.49 -3.74
H -8.59 -2.84 -3.39
H -6.54 -4.47 -1.80
H -8.18 -4.20 -1.27
H -8.04 -1.12 -2.13
H -7.31 -0.68 -0.60
H -9.66 -2.63 -0.86
H -9.75 -0.95 -0.32
H -8.86 -2.16 0.64
```

Values from the calculation:
Total charge   +1
Frontier orbital gap   0.2783 hartree
LUMO energy   -3.570 eV

Results of the Löwdin charge analysis, in e, for atoms 1 through 8: atom 1 (C): 0.11, atom 2 (C): -0.13, atom 3 (C): -0.29, atom 4 (S): 1.14, atom 5 (C): -0.27, atom 6 (C): -0.20, atom 7 (C): -0.04, atom 8 (C): -0.06



Computed, not measured: a cluster of 8 separate species, C32H64O8 in total in a non-equilibrium geometry, with ωB97M-V with the def2-TZVPD basis set.

Structure (XYZ):
```
104
C32H64O8, DFT ωB97M-V with the def2-TZVPD basis set
C 5.87 -5.76 1.65
C 5.61 -4.83 0.43
C 5.66 -5.81 -0.74
O 5.30 -7.02 -0.15
C 5.34 -7.09 1.28
H 5.36 -5.33 2.51
H 6.94 -5.77 1.84
H 6.44 -4.13 0.30
H 4.65 -4.31 0.36
H 6.62 -5.82 -1.26
H 4.87 -5.58 -1.45
H 6.14 -7.72 1.66
H 4.41 -7.35 1.80
C -1.40 -6.08 4.33
C -1.22 -6.92 5.51
C -2.61 -6.84 6.25
O -3.52 -6.84 5.16
C -2.89 -6.40 3.99
H -0.72 -6.32 3.51
H -1.24 -5.01 4.41
H -0.35 -6.65 6.11
H -1.08 -7.96 5.22
H -2.84 -5.90 6.76
H -2.84 -7.68 6.90
H -3.44 -5.53 3.64
H -3.02 -7.27 3.35
C -1.36 1.49 -1.40
C -1.01 0.61 -0.25
C -1.04 -0.80 -0.74
O -1.96 -0.77 -1.89
C -2.37 0.61 -2.05
H -0.52 1.53 -2.10
H -1.78 2.44 -1.09
H -1.71 0.79 0.57
H -0.08 0.88 0.26
H -1.45 -1.44 0.04
H -0.03 -1.14 -0.98
H -3.37 0.73 -1.65
H -2.40 0.88 -3.11
C -8.62 5.15 -4.32
C -9.17 6.14 -3.33
C -8.77 7.49 -3.89
O -7.43 7.20 -4.27
C -7.26 5.87 -4.72
H -9.30 5.07 -5.17
H -8.56 4.12 -3.96
H -8.83 6.04 -2.30
H -10.23 6.06 -3.08
H -8.64 8.35 -3.23
H -9.26 7.73 -4.83
H -6.40 5.33 -4.33
H -7.08 5.89 -5.79
C 4.70 0.95 7.66
C 4.67 -0.31 6.76
C 3.35 -0.12 5.99
O 2.88 1.20 6.30
C 3.26 1.52 7.61
H 5.26 1.74 7.17
H 5.05 0.71 8.67
H 4.64 -1.27 7.28
H 5.54 -0.37 6.11
H 2.66 -0.89 6.34
H 3.36 -0.20 4.90
H 2.68 1.05 8.40
H 3.24 2.58 7.87
C 7.14 2.18 1.87
C 8.22 2.68 2.80
C 8.10 4.19 2.58
O 6.78 4.34 2.01
C 5.99 3.17 2.11
H 6.79 1.24 2.30
H 7.43 2.15 0.82
H 9.12 2.22 2.41
H 8.00 2.28 3.79
H 8.78 4.61 1.83
H 8.19 4.62 3.58
H 5.21 3.04 1.36
H 5.38 3.21 3.02
C 3.47 4.47 -4.65
C 2.49 4.29 -5.69
C 1.38 5.36 -5.33
O 1.70 5.77 -3.93
C 3.12 5.70 -3.73
H 4.48 4.56 -5.05
H 3.46 3.57 -4.03
H 2.03 3.30 -5.64
H 2.84 4.41 -6.71
H 0.34 5.04 -5.40
H 1.46 6.25 -5.96
H 3.22 5.53 -2.66
H 3.69 6.60 -3.96
C -8.42 -2.18 -4.84
C -6.96 -1.85 -5.28
C -6.24 -3.09 -4.65
O -7.05 -4.15 -5.11
C -8.40 -3.73 -5.02
H -9.10 -1.74 -5.56
H -8.59 -1.79 -3.84
H -6.57 -0.90 -4.92
H -6.92 -1.86 -6.37
H -6.04 -3.08 -3.58
H -5.28 -3.19 -5.17
H -8.97 -4.26 -4.26
H -8.96 -3.91 -5.93
```

Values from the calculation:
Total charge   0
Energy relative to the best compared isomer or geometry (same formula, charge and spin)   87.2 kcal per mole
Frontier orbital gap   0.3501 hartree
LUMO energy   0.197 eV
SMILES   C1CCOC1.C1CCOC1.C1CCOC1.C1CCOC1.C1CCOC1.C1CCOC1.C1CCOC1.C1CCOC1

Results of the Löwdin charge analysis, in e, for atoms 1 through 8: atom 1 (C): -0.18, atom 2 (C): -0.15, atom 3 (C): -0.23, atom 4 (O): -0.13, atom 5 (C): -0.20, atom 6 (H): 0.11, atom 7 (H): 0.11, atom 8 (H): 0.10